DFT (ωB97M-V with the def2-TZVPD basis set) results for 2 unconnected molecules or ions with the total composition C21H13F2N2OS in a non-equilibrium geometry.

Output
Charge: +1
Frontier orbital gap in eV: 4.61
Lowest unoccupied orbital energy in eV: -6.0
Calculated total energy in hartree: -1590.3908
HOMO energy in eV: -10.61

Last column: natural (NBO) charge in e.
Cartesian coordinates (Å):
F (-6.040, 1.942, -2.053)  -0.28
C (-4.763, 1.510, -1.966)  0.51
C (-4.483, 0.152, -1.934)  -0.29
C (-3.187, -0.291, -1.889)  -0.06
C (-2.098, 0.610, -1.878)  -0.22
C (-0.794, 0.054, -1.851)  0.15
C (0.508, 0.616, -1.849)  -0.19
C (1.599, -0.282, -1.869)  -0.06
C (2.894, 0.164, -1.911)  -0.29
C (3.171, 1.522, -1.933)  0.51
F (4.450, 1.957, -1.994)  -0.28
C (2.120, 2.427, -1.897)  -0.28
C (0.820, 1.992, -1.849)  -0.07
C (-2.412, 1.985, -1.900)  -0.02
C (-3.714, 2.417, -1.941)  -0.28
H (-5.303, -0.544, -1.947)  0.26
H (-2.988, -1.348, -1.857)  0.23
H (-0.791, -1.023, -1.858)  0.22
H (1.402, -1.340, -1.854)  0.23
H (3.715, -0.531, -1.936)  0.26
H (2.355, 3.477, -1.917)  0.26
H (0.047, 2.728, -1.799)  0.21
H (-1.639, 2.722, -1.890)  0.21
H (-3.951, 3.467, -1.960)  0.25
O (0.700, 1.137, 2.258)  -0.57
C (0.401, -0.052, 2.360)  0.47
C (1.338, -1.090, 2.819)  -0.12
C (0.778, -2.362, 2.836)  -0.15
C (1.519, -3.456, 3.246)  -0.23
C (2.824, -3.269, 3.643)  -0.15
C (3.390, -2.001, 3.638)  -0.22
C (2.658, -0.912, 3.225)  -0.15
S (-0.886, -2.300, 2.298)  0.36
C (-0.873, -0.592, 2.060)  -0.31
N (-1.913, 0.119, 1.655)  0.09
N (-2.834, 0.737, 1.313)  0.06
H (1.072, -4.435, 3.241)  0.23
H (3.411, -4.111, 3.967)  0.23
H (4.410, -1.871, 3.960)  0.23
H (3.085, 0.075, 3.213)  0.24